2 unconnected molecules or ions with the total composition C3H10N2. Source: the OMol25 dataset; level of theory: ωB97M-V with the def2-TZVPD basis set.

Last column: Mulliken spin population.
CARTESIAN COORDINATES (ANGSTROEM)
C 3.01695 -0.42498 0.30099  0.601
N 3.26757 0.36644 -0.72583  0.220
H 3.33823 -1.46514 0.34971  -0.166
H 2.39771 -0.00736 1.13008  -0.063
H 2.54574 1.06500 -0.91183  -0.012
C -2.04349 0.95483 -0.40003  -0.044
C -1.61897 -0.41436 0.02128  0.709
N -0.17450 -0.50556 0.25084  0.354
H -1.43332 1.38786 -1.19189  -0.034
H -3.09921 0.97810 -0.73467  -0.028
H -2.22544 1.72387 0.37054  -0.066
H -2.18440 -0.74537 0.90566  0.150
H -1.87949 -1.12329 -0.77554  -0.066
H 0.02895 -0.30382 1.21763  -0.232
H 0.06367 -1.48622 0.19307  -0.323

Multiplicity: 2
Charge: -1
Orbital gap (spin up / spin down): 2.775 / 7.676 eV
E_HOMO (spin up / spin down): 1.22 / -3.77 eV
Expectation value of S²: 0.75
Relative energy (zero: lowest compared OMol25 entry of this formula, charge and spin): 39.32 kcal/mol